Entry from the OMol25 dataset: a 2-piece molecular cluster, C10H14ClNO overall in a non-equilibrium geometry (ωB97M-V/def2-TZVPD).

E_LUMO = 0.111 eV
electronic energy = -26653.285 eV
SMILES = C=C(Cl)C#N.CCCCCC=C=O
frontier orbital gap = 8.74 eV

Structure (ORCA input):
```
! wB97M-V def2-TZVPD RIJCOSX def2/J DEFGRID3
* xyz 0 1
C 1.92511 4.04501 1.29478
C 0.79712 4.29955 2.01982
Cl -0.09750 3.11121 2.81662
C 0.21945 5.64724 2.07975
N -0.31910 6.65450 1.99832
H 2.32387 3.04988 1.17362
H 2.45917 4.84765 0.76557
C 0.91710 -3.30832 -0.64561
C -0.03101 -2.41309 0.06342
C -0.15456 -1.02806 -0.61583
C -0.68783 0.04197 0.28730
C -0.96038 1.31791 -0.57135
C -1.65509 2.50573 0.12083
C -1.11602 3.69925 -0.01223
O -0.74223 4.78741 -0.22178
H 0.74951 -3.40014 -1.77438
H 1.77308 -2.79681 -0.63234
H 0.86471 -4.27448 -0.20577
H 0.48349 -2.23205 0.99831
H -0.96771 -2.77181 0.47731
H 0.85022 -0.63866 -1.13658
H -0.81375 -1.06063 -1.55739
H -1.59857 -0.13433 0.83616
H -0.00214 0.29481 1.11991
H -0.08069 1.79362 -1.10241
H -1.73989 0.81284 -1.23248
H -2.63893 2.37464 0.68900
*
```

=====

Entry from the OMol25 dataset: an isolated ion of composition C10H14I2N and charge +1 in a non-equilibrium geometry (ωB97M-V/def2-TZVPD).

E_LUMO = -3.256 eV
electronic energy = -28279.909 eV
SMILES = C[N+](C)(CI)c1ccc(CI)cc1
frontier orbital gap = 8.75 eV

Structure (ORCA input):
```
! wB97M-V def2-TZVPD RIJCOSX def2/J DEFGRID3
* xyz 1 1
C -0.27446 2.66464 -0.20863
N -0.64984 1.41042 -0.87733
C -2.12430 1.63761 -1.07778
C 0.08772 1.12336 -2.26880
I 2.14646 1.67998 -2.45541
C -0.24812 0.17488 -0.00789
C -0.92895 -1.00922 0.17318
C -0.44106 -1.98742 0.93918
C 0.84221 -1.97888 1.48252
C 1.32690 -3.19168 2.20500
I 1.68894 -4.72538 0.70266
C 1.59157 -0.91416 1.16996
C 1.05235 0.20394 0.51491
H -0.71205 2.45906 0.80312
H 0.82918 2.84005 -0.13955
H -0.78529 3.49203 -0.65973
H -2.13453 2.49191 -1.79556
H -2.49574 0.77622 -1.59415
H -2.49963 1.83121 -0.07029
H -0.05236 -0.01748 -2.28345
H -0.44820 1.53014 -3.14063
H -1.78494 -1.19828 -0.39248
H -0.98378 -2.90939 1.00609
H 0.45290 -3.68655 2.81628
H 2.16614 -2.93524 2.95633
H 2.62178 -0.76258 1.59203
H 1.75713 1.00079 0.61043
*
```

=====

Entry from the OMol25 dataset: C10H14MnN3O5 as an isolated structure in a non-equilibrium geometry (ωB97M-V/def2-TZVPD).

E_LUMO (alpha / beta) = -7.899 / -10.692 eV
electronic energy = -56602.126 eV
frontier orbital gap (alpha / beta) = 7.29 / 5.57 eV

Structure (ORCA input):
```
! wB97M-V def2-TZVPD RIJCOSX def2/J DEFGRID3
* xyz 2 5
O -1.06683 3.10970 1.50375
C -1.23931 2.36302 0.62958
Mn -1.59317 1.24952 -0.82559
O -2.42791 -0.80589 1.20837
C -2.21896 0.02992 0.42632
C -2.14929 0.15309 -2.23853
O -2.45790 -0.42145 -3.19366
C -1.12753 2.57493 -2.19182
O -1.15342 2.65639 -3.38328
C -3.24876 2.06700 -0.94230
O -4.30820 2.52748 -1.00540
H -0.66226 3.34836 -1.48346
C -0.13984 -2.37799 -1.04530
N 0.57903 -1.77068 0.07673
C 0.55909 -2.59271 1.28145
C 0.81825 -0.43606 0.09343
N 0.24260 0.40008 -0.81626
N 1.64553 0.10042 1.01328
C 2.38481 -0.66262 1.99884
C 2.06628 1.48199 0.81955
H 0.36702 -3.31479 -1.30946
H -0.13707 -1.71846 -1.91096
H -1.18069 -2.60356 -0.77325
H 1.57384 -2.89126 1.57628
H 0.04726 -2.09326 2.12071
H 0.00237 -3.51005 1.05135
H 0.50943 0.15637 -1.77555
H 2.94316 -1.48385 1.53183
H 3.10088 0.01484 2.47540
H 1.72795 -1.05156 2.78683
H 2.41710 1.62657 -0.21155
H 1.24217 2.17991 0.99827
H 2.88439 1.69462 1.51440
*
```

=====

Entry from the OMol25 dataset: the molecule C10H14N2O2 in a non-equilibrium geometry (ωB97M-V/def2-TZVPD).

E_LUMO = 0.830 eV
electronic energy = -17667.700 eV
SMILES = [H]/N=C1\[C@]23OC[C@@H](C)[C@@]2(N=C)OC[C@]13C
frontier orbital gap = 9.51 eV

Structure (ORCA input):
```
! wB97M-V def2-TZVPD RIJCOSX def2/J DEFGRID3
* xyz 0 1
H -3.13189 -1.89838 -1.63185
N -3.18479 -1.27069 -0.90756
C -2.15583 -0.58468 -0.64854
C -0.69194 -0.20078 -0.86286
O -0.10973 0.15939 -2.05782
C 1.31593 0.42334 -1.67335
C 1.70785 -0.41325 -0.52379
C 2.59732 0.31841 0.52292
C 0.34632 -0.98049 0.03453
N 0.39048 -2.37525 -0.28547
C 0.19773 -3.23150 0.56537
O 0.05684 -0.58054 1.31627
C -1.04432 0.22494 1.52312
C -1.61394 0.57296 0.06611
C -2.23169 1.97000 -0.18225
H 1.35224 1.49021 -1.42510
H 1.83239 0.05012 -2.62735
H 2.18572 -1.40470 -0.89617
H 2.73764 -0.42671 1.39978
H 1.98696 1.22645 0.78310
H 3.56056 0.46582 0.02625
H 0.43961 -4.24092 0.24039
H 0.19156 -3.05348 1.64742
H -0.64841 1.29262 1.81916
H -1.70944 -0.21228 2.25654
H -1.72178 2.78105 0.17859
H -3.11452 2.00897 0.48368
H -2.65910 2.07397 -1.20903
*
```

=====

Entry from the OMol25 dataset: an isolated ion of composition C10H14N3O2 and charge +1 in a non-equilibrium geometry (ωB97M-V/def2-TZVPD).

E_LUMO = -3.405 eV
electronic energy = -19152.246 eV
SMILES = C[N@H+]1CC(=O)N(O)[C@]1(C)c1cccnc1
frontier orbital gap = 9.89 eV

Structure (ORCA input):
```
! wB97M-V def2-TZVPD RIJCOSX def2/J DEFGRID3
* xyz 1 1
C 1.35004 2.08584 -0.16494
N 0.86242 0.98585 0.69597
C 0.81344 0.89438 2.23297
C -0.21458 -0.16917 2.59002
O -0.44567 -0.63900 3.67363
N -0.80102 -0.53580 1.42589
O -1.83876 -1.45301 1.42808
C -0.61610 0.28090 0.22036
C -1.62870 1.39926 0.20948
C -0.21834 -0.54252 -0.96742
C 0.38134 -1.79512 -0.73479
C 0.45283 -2.65221 -1.78904
C 0.28006 -2.12348 -3.03913
N -0.06882 -0.90839 -3.27858
C -0.44935 -0.11234 -2.24852
H 1.79694 2.81233 0.55689
H 2.14016 1.74927 -0.82773
H 0.64308 2.68684 -0.64305
H 1.48516 0.13514 0.42594
H 0.37256 1.89127 2.49815
H 1.91222 0.79388 2.47068
H -1.77002 -1.91463 2.38282
H -1.63750 1.66866 1.27271
H -2.68827 1.07215 -0.01427
H -1.36420 2.16886 -0.40005
H 0.59271 -2.14261 0.23879
H 0.86149 -3.69360 -1.77747
H 0.43026 -2.77954 -3.81841
H -0.63338 0.83678 -2.61897
*
```

=====

Entry from the OMol25 dataset: a 2-piece molecular cluster, C10H14N3O2 overall in a non-equilibrium geometry (ωB97M-V/def2-TZVPD).

E_LUMO = -2.897 eV
electronic energy = -19153.255 eV
frontier orbital gap = 9.49 eV

Structure (ORCA input):
```
! wB97M-V def2-TZVPD RIJCOSX def2/J DEFGRID3
* xyz 1 1
C -4.03741 0.19033 2.51726
C -3.31022 0.85849 1.57336
C -3.73574 -1.14768 2.80291
C -2.29998 0.12030 1.00029
C -2.03689 -1.20891 1.39126
C -0.70323 -0.66379 -0.26370
C 3.21255 1.39837 -1.65819
C 2.95285 -0.47644 -0.04763
C 2.16482 0.59625 -0.83033
C 1.14503 0.12476 -1.83498
N -2.76035 -1.84885 2.24991
N -1.05408 -1.65184 0.58788
N 0.26416 0.95549 -2.26549
O -1.39770 0.36445 -0.00988
O 1.39476 -1.04164 -2.35397
H -4.89983 0.66902 3.02979
H -3.37658 1.89924 1.38917
H -4.26795 -1.51524 3.59021
H 2.59035 1.87035 -2.44755
H 4.01773 0.87394 -1.93250
H 3.66305 2.17766 -1.00148
H 2.78394 -0.37615 1.04348
H 4.03108 -0.38510 -0.26135
H 2.64939 -1.52239 -0.03733
H 1.69160 1.25326 -0.18977
H -0.07779 1.79256 -1.84303
H -0.12606 0.83418 -3.12239
H -0.62445 -2.50480 0.83015
H 2.14697 -1.63582 -1.90611
*
```

=====

Entry from the OMol25 dataset: an isolated ion of composition C10H14N3OP and charge +2 in a non-equilibrium geometry (ωB97M-V/def2-TZVPD).

E_LUMO = -9.528 eV
electronic energy = -26385.184 eV
SMILES = CC1=[NH+][C@@](C)(O)[NH+]=P(c2ccccc2)=N1
frontier orbital gap = 7.61 eV

Structure (ORCA input):
```
! wB97M-V def2-TZVPD RIJCOSX def2/J DEFGRID3
* xyz 2 1
C 2.22340 -2.82475 -0.03829
C 1.52244 -1.49718 -0.06695
N 2.31009 -0.43853 0.10846
C 1.89036 0.95993 -0.22287
C 2.78779 1.88417 0.37376
O 1.64222 1.18933 -1.59324
N 0.45807 1.01375 0.40155
P -0.56155 -0.12816 -0.05515
C -2.40362 -0.08268 -0.00179
C -2.97377 1.13548 0.08212
C -4.30858 1.20644 0.04468
C -5.06299 0.06343 -0.20484
C -4.47806 -1.19318 -0.18135
C -3.07852 -1.30300 -0.15976
N 0.25132 -1.50277 -0.25349
H 1.59319 -3.62076 0.27230
H 3.10627 -2.92574 0.67888
H 2.78934 -2.84600 -0.96377
H 3.30923 -0.58919 -0.01967
H 2.77800 2.93683 -0.05728
H 3.88972 1.70399 0.27236
H 2.63775 2.16940 1.47908
H 2.30451 1.59955 -2.02362
H 0.22612 1.99661 0.36748
H -2.29155 2.04116 0.33958
H -4.73273 2.22694 0.05932
H -6.19030 0.18732 -0.46389
H -5.01685 -2.06731 -0.33711
H -2.73475 -2.35531 -0.27352
*
```

=====

Entry from the OMol25 dataset: a 2-piece molecular cluster, C10H14N3S overall in a non-equilibrium geometry (ωB97M-V/def2-TZVPD).

E_LUMO (alpha / beta) = -3.606 / -6.931 eV
electronic energy = -25890.120 eV
frontier orbital gap (alpha / beta) = 5.76 / 5.83 eV

Structure (ORCA input):
```
! wB97M-V def2-TZVPD RIJCOSX def2/J DEFGRID3
* xyz 1 3
C -3.39371 -0.67895 1.36770
C -2.05583 -0.84781 1.29391
C -4.04051 0.13654 0.37888
C -3.13231 0.62351 -0.57973
C -1.25504 -0.26710 0.35626
C 4.14166 -0.86098 1.26327
C 3.45170 -1.18893 0.12526
C 1.04708 1.20561 0.31237
C -1.14565 0.87153 -1.86016
C 2.57227 -0.32901 -0.79834
N -1.83965 0.35449 -0.75527
N 2.23252 0.92664 -0.21414
N 0.03232 -0.55205 0.33086
S 0.33414 2.45138 0.95903
H -3.90418 -1.14076 2.21313
H -1.63802 -1.41350 2.12873
H -4.99970 0.52742 0.34612
H -3.51264 1.22686 -1.45409
H 4.61025 -1.59444 1.86396
H 4.15868 0.16760 1.57455
H 3.29078 -2.15179 -0.28399
H -1.53754 1.79226 -2.32265
H -0.07504 1.02876 -1.49332
H -1.15411 0.12414 -2.63089
H 1.67039 -0.90001 -0.93916
H 3.12319 -0.25706 -1.71848
H 2.53906 1.82825 -0.53484
H 0.47991 -1.08261 1.07105
*
```